DFT (ωB97M-V/def2-TZVPD) results for a 12-piece molecular cluster, C48H68N12 overall at a distorted geometry.

Summary:
- Frontier orbital gap: 7.8329 eV
- SMILES: c1cc[nH]c1.c1cc[nH]c1.c1cc[nH]c1.c1cc[nH]c1.c1cc[nH]c1.c1cc[nH]c1.c1cc[nH]c1.c1cc[nH]c1.CCCC#N.CCCC#N.CCCC#N.CCCC#N
- Energy above the lowest of the compared OMol25 structures with the same formula, charge and spin: 43.7 kcal/mol

The geometry in ORCA input format:
```
! wB97M-V def2-TZVPD RIJCOSX def2/J DEFGRID3
* xyz 0 1
C 1.637 -6.352 0.576
C 2.317 -5.790 -0.507
C 2.777 -4.465 -0.123
N 2.359 -4.380 1.172
C 1.641 -5.417 1.631
H 1.074 -7.272 0.527
H 2.516 -6.278 -1.449
H 3.386 -3.733 -0.633
H 2.578 -3.592 1.765
H 1.144 -5.483 2.588
C 0.831 -1.331 0.618
C -0.278 -2.039 0.154
C -1.263 -1.129 -0.069
N -0.714 0.169 0.083
C 0.605 0.011 0.510
H 1.786 -1.759 0.886
H -0.296 -3.117 0.100
H -2.288 -1.330 -0.342
H -1.247 1.019 -0.035
H 1.193 0.906 0.646
C -0.816 4.025 1.464
C -2.036 4.580 1.160
C -2.019 5.815 1.717
N -0.725 6.178 2.045
C 0.023 5.004 1.899
H -0.442 3.026 1.294
H -2.916 4.067 0.802
H -2.856 6.486 1.839
H -0.474 7.115 2.325
H 1.069 5.034 2.167
C 0.833 -3.159 -4.474
C 0.158 -2.202 -5.244
C -0.163 -1.201 -4.337
N 0.189 -1.526 -3.093
C 0.909 -2.695 -3.182
H 1.179 -4.094 -4.889
H -0.156 -2.145 -6.276
H -0.775 -0.315 -4.418
H 0.096 -0.935 -2.278
H 1.360 -3.143 -2.309
C -7.173 0.769 0.822
C -6.257 -0.191 0.630
C -5.113 0.435 0.931
N -5.339 1.605 1.517
C -6.614 1.900 1.493
H -8.208 0.619 0.550
H -6.503 -1.189 0.297
H -4.105 0.049 0.895
H -4.610 2.086 2.025
H -7.012 2.850 1.818
C -4.446 -2.908 -3.840
C -4.396 -2.974 -2.453
C -3.081 -3.394 -2.208
N -2.369 -3.410 -3.395
C -3.230 -3.079 -4.460
H -5.311 -2.692 -4.449
H -5.208 -2.681 -1.804
H -2.550 -3.469 -1.270
H -1.378 -3.506 -3.561
H -2.781 -2.934 -5.431
C 4.645 -1.297 -1.612
C 4.244 -1.482 -2.943
C 5.200 -2.290 -3.518
N 6.105 -2.580 -2.499
C 5.774 -1.955 -1.345
H 4.048 -0.849 -0.831
H 3.287 -1.215 -3.366
H 5.398 -2.757 -4.472
H 6.966 -3.100 -2.590
H 6.394 -2.015 -0.463
C 3.459 3.066 0.424
C 3.569 1.711 0.487
C 3.428 1.256 1.721
N 3.402 2.249 2.573
C 3.448 3.447 1.795
H 3.506 3.737 -0.420
H 3.581 1.173 -0.450
H 3.346 0.253 2.113
H 3.441 2.201 3.581
H 3.468 4.380 2.339
C -4.887 3.273 -3.826
C -5.131 1.998 -3.074
C -3.964 1.166 -3.014
C -2.909 1.862 -2.235
N -2.196 2.343 -1.517
H -3.889 3.711 -3.823
H -5.634 4.011 -3.535
H -5.072 3.151 -4.893
H -6.016 1.520 -3.495
H -5.308 2.356 -2.059
H -3.564 0.897 -3.991
H -4.272 0.271 -2.472
C 6.119 -1.133 7.141
C 5.518 -1.490 5.842
C 3.991 -1.735 5.758
C 3.620 -2.045 4.401
N 3.293 -2.280 3.344
H 5.951 -1.888 7.910
H 5.970 -0.097 7.443
H 7.186 -1.346 7.072
H 6.151 -2.330 5.558
H 5.764 -0.672 5.164
H 3.530 -0.755 5.882
H 3.615 -2.494 6.444
C 1.958 2.980 -3.209
C 0.804 3.471 -2.326
C -0.354 4.272 -3.028
C -0.679 3.591 -4.296
N -0.902 3.139 -5.315
H 2.338 3.692 -3.941
H 1.641 2.202 -3.903
H 2.864 2.664 -2.692
H 1.108 4.032 -1.442
H 0.224 2.628 -1.949
H 0.014 5.257 -3.315
H -1.167 4.422 -2.318
C -2.864 -0.746 4.128
C -2.054 0.476 4.155
C -0.567 0.373 3.950
C 0.090 -0.419 4.965
N 0.577 -1.072 5.812
H -3.910 -0.473 4.266
H -2.542 -1.478 4.868
H -2.719 -1.194 3.145
H -2.289 0.878 5.141
H -2.386 1.288 3.509
H 0.040 1.276 3.894
H -0.310 0.078 2.932
*
```

DFT (ωB97M-V/def2-TZVPD) results for a 11-piece molecular cluster, C48H68N3O35P3 overall at a distorted geometry.

Summary:
- Frontier orbital gap: 6.6427 eV
- SMILES: O=C1C=C(O)C(=O)C=C1O.O=C1C=C(O)C(=O)C=C1O.O=C1C=C(O)C(=O)C=C1O.O=C1C=C(O)C(=O)C=C1O.O=C1C=C(O)C(=O)C=C1O.COP(=O)(OC)OC.COP(=O)(OC)OC.COP(=O)(OC)OC.CN(C)C=O.CN(C)C=O.CN(C)C=O

The geometry in ORCA input format:
```
! wB97M-V def2-TZVPD RIJCOSX def2/J DEFGRID3
* xyz 0 1
O 12.343 23.006 5.929
C 12.988 23.807 6.652
C 14.122 24.642 6.226
C 14.725 25.537 6.992
O 15.740 26.262 6.445
C 14.451 25.770 8.451
O 15.027 26.491 9.271
C 13.330 24.928 8.902
C 12.645 24.125 8.071
O 11.552 23.419 8.573
H 14.484 24.499 5.219
H 16.233 26.738 7.118
H 12.904 25.256 9.839
H 11.191 22.899 7.851
O 2.276 16.798 4.126
C 3.359 16.603 4.657
C 3.610 15.325 5.329
C 4.848 14.933 5.747
O 4.979 13.640 6.229
C 6.061 15.764 5.687
O 7.186 15.405 6.011
C 5.803 17.072 5.120
C 4.553 17.522 4.698
O 4.466 18.765 4.156
H 2.759 14.700 5.555
H 5.851 13.572 6.625
H 6.678 17.700 5.037
H 3.586 18.857 3.783
O 10.170 26.330 8.278
C 10.559 26.533 7.177
C 10.076 25.926 5.903
C 10.510 26.289 4.662
O 9.939 25.854 3.507
C 11.577 27.327 4.487
O 11.999 27.676 3.408
C 12.115 27.863 5.667
C 11.699 27.423 6.925
O 12.291 27.872 8.111
H 9.399 25.092 6.015
H 10.498 26.063 2.754
H 13.003 28.475 5.621
H 11.668 27.690 8.818
O 12.679 15.577 9.324
C 13.711 15.417 9.991
C 13.650 14.770 11.301
C 14.774 14.514 12.022
O 14.620 13.810 13.209
C 16.157 14.898 11.709
O 17.188 14.715 12.366
C 16.162 15.567 10.392
C 15.069 15.759 9.546
O 15.257 16.439 8.390
H 12.718 14.395 11.697
H 15.494 13.710 13.592
H 17.138 15.903 10.075
H 14.454 16.788 7.995
O 7.527 20.337 6.783
C 8.529 19.936 7.316
C 8.702 18.537 7.772
C 9.780 18.107 8.408
O 9.841 16.892 8.984
C 11.025 18.907 8.744
O 12.009 18.533 9.425
C 10.921 20.291 8.176
C 9.799 20.755 7.562
O 9.818 22.038 6.990
H 7.883 17.840 7.672
H 10.743 16.727 9.267
H 11.780 20.923 8.340
H 9.126 22.149 6.335
C 11.109 14.762 14.112
O 10.407 15.769 13.400
P 8.982 15.401 12.619
O 9.064 14.098 11.916
O 8.769 16.708 11.587
C 9.155 17.972 12.117
O 7.735 15.560 13.706
C 6.406 15.555 13.386
H 10.962 14.937 15.178
H 12.187 14.864 13.989
H 10.654 13.774 14.046
H 10.052 17.958 12.736
H 8.407 18.416 12.775
H 9.302 18.663 11.287
H 5.703 15.757 14.195
H 6.235 14.656 12.795
H 6.202 16.395 12.722
C 6.026 16.606 9.353
O 5.162 16.028 10.301
P 3.632 16.582 10.497
O 3.603 17.963 11.048
O 2.863 16.249 9.141
C 2.524 14.936 8.808
O 2.950 15.501 11.575
C 3.058 15.572 12.940
H 6.884 15.971 9.130
H 6.380 17.565 9.731
H 5.523 16.838 8.414
H 1.594 14.723 8.281
H 2.477 14.396 9.754
H 3.375 14.457 8.324
H 3.800 16.337 13.173
H 3.289 14.631 13.440
H 2.135 15.923 13.401
C 11.144 18.565 4.748
O 12.202 19.351 5.266
P 13.499 18.587 5.885
O 13.236 17.404 6.799
O 14.211 18.188 4.500
C 13.975 16.990 3.953
O 14.507 19.631 6.457
C 15.145 20.647 5.660
H 11.079 17.487 4.895
H 10.935 18.836 3.713
H 10.229 18.914 5.228
H 12.991 16.588 4.194
H 14.867 16.365 3.901
H 13.974 17.124 2.871
H 15.048 21.579 6.216
H 14.787 20.784 4.640
H 16.208 20.444 5.530
C 10.283 14.867 6.235
N 10.442 13.901 5.183
C 11.727 13.217 5.065
C 9.317 13.418 4.546
O 9.310 12.562 3.691
H 9.335 14.971 6.762
H 10.679 15.841 5.947
H 10.831 14.528 7.115
H 12.536 13.940 4.953
H 11.847 12.739 6.037
H 11.841 12.518 4.236
H 8.434 14.008 4.839
C 6.026 24.350 2.515
N 7.053 23.541 3.034
C 8.064 23.097 2.092
C 7.133 23.357 4.392
O 7.972 22.610 4.875
H 5.221 24.589 3.210
H 5.405 23.996 1.691
H 6.512 25.251 2.140
H 7.550 22.494 1.344
H 8.404 23.947 1.501
H 8.869 22.492 2.508
H 6.370 23.965 4.901
C 9.003 24.503 11.217
N 9.383 23.323 11.946
C 9.360 22.111 11.120
C 9.548 23.229 13.235
O 9.735 22.199 13.973
H 9.056 25.410 11.819
H 7.987 24.367 10.846
H 9.588 24.653 10.309
H 10.024 21.350 11.529
H 8.374 21.702 10.899
H 9.781 22.280 10.128
H 9.501 24.251 13.641
*
```

DFT (ωB97M-V/def2-TZVPD) results for C48H68N7OPTl as an isolated structure.

Summary:
- Frontier orbital gap: 5.8082 eV

The geometry in ORCA input format:
```
! wB97M-V def2-TZVPD RIJCOSX def2/J DEFGRID3
* xyz 1 1
Tl -1.078 -0.259 0.435
C -1.585 -2.352 -5.464
C -2.849 -1.757 -4.820
C -2.534 -0.857 -3.662
C -2.503 0.510 -3.643
C -2.859 1.456 -4.752
C -1.643 1.956 -5.543
C -2.090 0.910 -2.314
N -1.864 -0.213 -1.585
C -2.135 -1.311 -2.340
C -2.064 -2.641 -1.891
C -1.776 -3.137 -0.607
C -1.802 -4.524 -0.182
C -2.029 -5.702 -1.081
C -0.736 -6.151 -1.778
C -1.526 -4.542 1.157
C -1.335 -3.168 1.573
C -1.104 -2.711 2.881
C -1.004 -1.396 3.362
N -1.040 -0.275 2.595
C -1.002 0.826 3.391
C -1.071 2.153 2.939
C -1.242 2.644 1.634
N -1.390 1.878 0.520
C -1.605 2.678 -0.560
C -1.923 2.224 -1.849
C -1.552 4.055 -0.114
C -1.326 4.035 1.234
C -1.249 5.209 2.165
C -2.605 5.525 2.814
C -1.639 5.256 -1.009
C -0.280 5.596 -1.640
C -0.890 0.379 4.768
C -0.889 -0.987 4.749
C -0.852 -1.919 5.923
C -2.257 -2.341 6.375
C -0.768 1.280 5.960
C 0.665 1.795 6.160
N -1.478 -2.375 0.478
C -1.503 -5.735 2.066
C -2.869 -5.994 2.719
H -1.841 -3.081 -6.236
H -0.986 -1.562 -5.929
H -0.957 -2.848 -4.719
H -3.397 -1.193 -5.575
H -3.513 -2.560 -4.493
H -3.554 0.960 -5.432
H -3.399 2.309 -4.335
H -1.074 1.118 -5.954
H -1.957 2.592 -6.373
H -0.968 2.540 -4.909
H -2.296 -3.395 -2.636
H -2.439 -6.528 -0.499
H -2.783 -5.457 -1.833
H 0.021 -6.427 -1.041
H -0.916 -7.012 -2.424
H -0.326 -5.343 -2.389
H -1.038 -3.486 3.637
H -1.002 2.911 3.712
H -2.110 3.002 -2.582
H -0.505 5.017 2.941
H -0.898 6.083 1.614
H -2.982 4.663 3.372
H -2.523 6.370 3.503
H -3.347 5.775 2.052
H -2.372 5.082 -1.799
H -2.004 6.111 -0.438
H 0.086 4.755 -2.236
H -0.351 6.472 -2.289
H 0.462 5.803 -0.863
H -0.265 -2.805 5.672
H -0.333 -1.434 6.751
H -2.797 -2.833 5.562
H -2.206 -3.033 7.218
H -2.842 -1.471 6.682
H -1.452 2.126 5.852
H -1.090 0.742 6.854
H 0.998 2.369 5.291
H 0.734 2.438 7.040
H 1.357 0.960 6.292
H -1.198 -6.614 1.497
H -0.747 -5.595 2.841
H -3.627 -6.191 1.958
H -2.828 -6.853 3.391
H -3.197 -5.124 3.294
O 1.145 -0.374 0.077
P 2.290 0.226 -0.688
N 1.878 0.687 -2.204
C 2.488 1.785 -2.999
C 2.150 1.422 -4.454
C 0.961 0.459 -4.347
C 1.284 -0.344 -3.098
N 3.419 -0.941 -0.849
C 3.678 -1.913 0.244
C 5.182 -2.140 0.154
C 5.449 -2.026 -1.350
C 4.573 -0.846 -1.768
N 2.778 1.558 0.131
C 2.392 1.700 1.564
C 3.092 2.985 1.977
C 4.397 2.931 1.181
C 3.942 2.420 -0.183
H 3.565 1.858 -2.855
H 2.047 2.741 -2.710
H 2.997 0.921 -4.926
H 1.921 2.311 -5.040
H 0.845 -0.175 -5.226
H 0.031 1.015 -4.192
H 1.992 -1.150 -3.321
H 0.401 -0.788 -2.634
H 3.133 -2.840 0.053
H 3.348 -1.532 1.210
H 5.480 -3.099 0.575
H 5.716 -1.348 0.689
H 5.117 -2.935 -1.857
H 6.497 -1.861 -1.597
H 4.259 -0.908 -2.811
H 5.124 0.090 -1.642
H 2.754 0.858 2.165
H 1.316 1.750 1.673
H 3.245 3.037 3.055
H 2.497 3.852 1.668
H 5.085 2.218 1.644
H 4.903 3.892 1.106
H 4.733 1.878 -0.701
H 3.639 3.255 -0.817
*
```

So what do the calculations give for LUMO level? Going down the list: 0.22 -2.29 -3.43 eV.
So what do the calculations give for HOMO energy? Going down the list: -0.2796 -0.3281 -0.3394 hartree.